{
  "formula": "C16H21N5OS",
  "method": "ωB97M-V/def2-TZVPD",
  "energy_ha": -1369.5009,
  "smiles": "O=C(CSc1nnnn1C1CCCC1)NCCc1ccccc1",
  "de_lowest_kcal_mol": 13.3,
  "charge": 0,
  "orbital_gap_ha": 0.3525,
  "lumo_ev": 0.5,
  "symbols": ["O", "C", "C", "S", "C", "N", "N", "N", "N", "C", "C", "C", "C", "C", "N", "C", "C", "C", "C", "C", "C", "C", "C", "H", "H", "H", "H", "H", "H", "H", "H", "H", "H", "H", "H", "H", "H", "H", "H", "H", "H", "H", "H", "H"],
  "coordinates": [[0.518216, 2.124140, -0.645218], [-0.251969, 1.799238, 0.233374], [0.215956, 1.601178, 1.676342], [1.812842, 0.736230, 1.629602], [1.309464, -0.538055, 0.576746], [0.065203, -0.949797, 0.421102], [0.112899, -1.915981, -0.483814], [1.296463, -2.122511, -0.881628], [2.101667, -1.271222, -0.241596], [3.506485, -1.185148, -0.526912], [4.387506, -1.248828, 0.738127], [5.185606, 0.058661, 0.756474], [5.256795, 0.468037, -0.711776], [3.860251, 0.139211, -1.228040], [-1.569761, 1.614719, 0.059358], [-2.184010, 1.600985, -1.249924], [-2.688357, 0.194548, -1.605990], [-3.729043, -0.248934, -0.617076], [-3.367917, -1.027493, 0.476770], [-4.313798, -1.390827, 1.420376], [-5.628672, -0.979613, 1.282859], [-5.995914, -0.205569, 0.194850], [-5.050721, 0.159319, -0.747286], [-0.486203, 1.021649, 2.273160], [0.414540, 2.564572, 2.145902], [3.702817, -2.036826, -1.184146], [5.057232, -2.105887, 0.672806], [3.782929, -1.363275, 1.637564], [4.644358, 0.817154, 1.321748], [6.168774, -0.070620, 1.204828], [6.001066, -0.134718, -1.234961], [5.506331, 1.518859, -0.841690], [3.158158, 0.917177, -0.924138], [3.816295, 0.046432, -2.311668], [-2.118125, 1.196054, 0.796200], [-3.018836, 2.310067, -1.255110], [-1.425700, 1.931292, -1.962528], [-1.847969, -0.500497, -1.592544], [-3.106352, 0.223408, -2.613142], [-2.344023, -1.357330, 0.575166], [-4.023812, -1.999728, 2.264518], [-6.366833, -1.264874, 2.018102], [-7.021832, 0.113262, 0.079943], [-5.342006, 0.761527, -1.596728]],
  "forces_ev_per_angstrom": [[0.237, 0.102, -0.265], [-0.299, 0.187, 0.375], [0.326, -0.320, -0.194], [0.071, 0.270, 0.376], [0.172, -0.452, -0.277], [0.339, 0.576, 0.741], [-0.681, -0.584, -0.454], [0.707, -0.669, -0.712], [-1.250, 0.513, 0.768], [0.515, 0.023, -0.316], [0.051, 0.055, 0.103], [0.148, -0.071, -0.034], [-0.092, 0.063, 0.040], [0.133, -0.016, -0.124], [-0.390, 0.126, 0.041], [0.041, 0.018, -0.286], [0.054, 0.206, 0.098], [0.056, -0.079, -0.117], [-0.011, -0.055, -0.046], [-0.056, -0.020, 0.116], [-0.054, -0.042, 0.095], [-0.093, 0.052, -0.014], [-0.010, -0.013, 0.027], [-0.040, 0.107, -0.030], [-0.025, -0.021, -0.017], [-0.044, 0.134, 0.127], [-0.036, -0.032, 0.044], [0.012, -0.150, 0.028], [0.053, 0.051, 0.024], [0.017, 0.050, 0.088], [0.094, 0.008, -0.031], [0.079, 0.028, -0.068], [-0.053, -0.004, -0.011], [-0.087, 0.009, -0.026], [0.212, 0.018, 0.073], [0.077, -0.046, -0.105], [-0.133, 0.019, 0.076], [-0.003, 0.015, -0.089], [0.006, -0.028, -0.035], [0.095, -0.029, 0.009], [0.025, -0.057, 0.061], [-0.056, -0.026, 0.053], [-0.080, 0.020, -0.011], [-0.028, 0.061, -0.101]],
  "lowdin_charge": [0.037, -0.595, -0.342, 1.016, -0.606, 0.029, -0.031, 0.058, -0.072, -0.258, -0.135, -0.199, -0.185, -0.130, 0.073, -0.154, -0.127, -0.246, -0.054, -0.081, -0.098, -0.088, -0.047, 0.078, 0.089, 0.149, 0.114, 0.098, 0.078, 0.108, 0.114, 0.111, 0.098, 0.117, 0.128, 0.123, 0.121, 0.096, 0.118, 0.081, 0.102, 0.098, 0.100, 0.112]
}

---

{
  "formula": "C16H21N7O4S",
  "method": "ωB97M-V/def2-TZVPD",
  "energy_ha": -1704.8215,
  "smiles": "CNC(=O)[C@H](CC(N)=O)NC(C)=O.NC(=O)c1ccnc(-c2csc(N)n2)c1",
  "charge": 0,
  "orbital_gap_ha": 0.3018,
  "lumo_ev": -0.2,
  "symbols": ["C", "N", "C", "O", "C", "C", "C", "N", "O", "N", "C", "C", "O", "H", "H", "H", "H", "H", "H", "H", "H", "H", "H", "H", "H", "H", "N", "C", "O", "C", "C", "C", "N", "C", "C", "C", "S", "C", "N", "N", "C", "H", "H", "H", "H", "H", "H", "H", "H"],
  "coordinates": [[6.940178, 2.570601, 0.176679], [5.558514, 2.260934, 0.542550], [4.592398, 1.972486, -0.340563], [4.792841, 1.992110, -1.551224], [3.178794, 1.740261, 0.241010], [2.136353, 1.135041, -0.727756], [2.273533, -0.374712, -0.856040], [1.182117, -1.104669, -0.787749], [3.353335, -0.919375, -0.971181], [2.620721, 2.936203, 0.894319], [2.470494, 4.178344, 0.429987], [2.887641, 4.561660, -0.975807], [1.977039, 5.025196, 1.157182], [7.438688, 1.666940, -0.180149], [6.952698, 3.312667, -0.624749], [7.480756, 2.966065, 1.037830], [5.312929, 2.278713, 1.519295], [3.319273, 1.001768, 1.032075], [2.233542, 1.571160, -1.720313], [1.135350, 1.355183, -0.358246], [1.289856, -2.100162, -0.929823], [0.281782, -0.679605, -0.690832], [2.277138, 2.821230, 1.834461], [2.511111, 5.560805, -1.190073], [3.973266, 4.568096, -1.047044], [2.473310, 3.863355, -1.698344], [-1.650930, -5.418381, -0.834581], [-1.303510, -4.139699, -1.171469], [-0.167198, -3.993342, -1.586651], [-2.231833, -3.006579, -1.027661], [-2.138369, -1.878766, -1.851539], [-3.018252, -0.812335, -1.681105], [-3.956565, -0.818300, -0.726552], [-4.087892, -1.877653, 0.100593], [-5.126903, -1.852265, 1.175648], [-5.597908, -2.981395, 1.816388], [-6.810571, -2.595260, 3.011582], [-6.582157, -0.921654, 2.565559], [-7.226350, 0.164439, 3.074035], [-5.722640, -0.671869, 1.631173], [-3.233422, -2.988817, -0.046304], [-0.994040, -6.128912, -1.146379], [-2.638476, -5.641290, -0.793871], [-1.387721, -1.827343, -2.635422], [-2.938439, 0.051139, -2.334473], [-5.280409, -3.994317, 1.604334], [-8.132298, -0.000767, 3.497472], [-7.101204, 0.997853, 2.506721], [-3.316567, -3.824783, 0.637005]],
  "forces_ev_per_angstrom": [[-0.368, -0.170, -0.312], [0.292, 0.097, 1.043], [-0.363, 0.517, -1.910], [-0.185, -0.190, 0.760], [-0.518, -0.125, 0.233], [0.245, -0.224, -0.101], [1.719, 0.728, 0.076], [-1.652, -0.653, 0.040], [0.865, 0.163, -0.010], [0.870, -1.734, 0.211], [-0.385, 1.855, -0.473], [-0.076, -0.305, 0.208], [-0.130, 0.161, 0.263], [0.049, 0.112, -0.015], [0.003, -0.098, 0.065], [-0.219, -0.084, -0.028], [0.041, -0.016, -0.074], [-0.040, 0.058, 0.161], [0.112, 0.015, -0.094], [0.044, 0.252, 0.111], [-0.364, 0.055, -0.028], [-0.278, -0.206, -0.037], [-0.011, 0.060, 0.020], [0.003, -0.118, 0.202], [0.057, -0.129, -0.183], [0.218, -0.092, -0.170], [-1.314, 0.301, 0.174], [1.668, -1.312, -0.507], [0.302, 0.999, -0.169], [-1.616, 1.010, 0.596], [0.339, -0.113, -0.284], [-0.060, -1.093, 0.839], [-0.339, -0.008, 0.356], [0.704, 0.325, -0.751], [-0.843, -0.355, 0.956], [0.515, 0.503, -0.649], [0.648, 0.388, -0.586], [0.290, 0.782, -0.845], [-0.930, -0.241, 0.977], [1.024, -1.256, -0.847], [0.111, 0.033, -0.100], [-0.342, 0.316, 0.163], [0.344, -0.233, 0.033], [-0.029, -0.131, 0.146], [-0.210, 0.020, 0.178], [-0.285, 0.079, 0.239], [0.273, 0.366, -0.162], [-0.195, -0.343, 0.255], [0.014, 0.035, 0.030]],
  "lowdin_charge": [-0.054, 0.021, -0.466, 0.062, -0.194, -0.049, -0.572, 0.189, 0.061, 0.099, -0.545, 0.023, 0.032, 0.088, 0.085, 0.083, 0.136, 0.152, 0.121, 0.118, 0.105, 0.090, 0.149, 0.087, 0.083, 0.075, 0.163, -0.498, 0.053, -0.132, -0.018, -0.113, 0.122, -0.196, -0.302, -0.372, 1.018, -0.723, 0.077, 0.085, 0.038, 0.120, 0.102, 0.119, 0.110, 0.061, 0.092, 0.108, 0.107]
}

---

{
  "formula": "C16H22AsF6MoN4S",
  "method": "ωB97M-V/def2-TZVPD",
  "energy_ha": -4141.7056,
  "spin_multiplicity": 2,
  "charge": 4,
  "orbital_gap_ha": [0.2571, 0.1988],
  "lumo_ev": [-15.6, -17.2],
  "symbols": ["Mo", "C", "C", "N", "C", "C", "S", "C", "C", "N", "H", "H", "H", "H", "H", "H", "H", "H", "H", "H", "H", "H", "H", "H", "C", "C", "C", "C", "N", "C", "C", "C", "C", "C", "C", "N", "H", "H", "H", "H", "H", "H", "H", "H", "F", "As", "F", "F", "F", "F", "F"],
  "coordinates": [[0.109217, 0.360195, -0.290415], [1.619090, -2.061410, 0.715792], [2.051269, -1.088624, 1.783100], [1.271270, 0.176273, 1.578509], [2.058922, 1.429258, 1.877980], [2.962366, 1.785404, 0.721523], [2.031584, 1.688153, -0.873281], [2.985298, 0.427357, -1.775751], [2.923980, -0.927812, -1.088118], [1.536275, -1.286315, -0.576019], [2.304576, -2.904609, 0.605560], [0.622419, -2.470741, 0.913406], [1.849989, -1.482112, 2.781265], [3.114427, -0.859565, 1.743075], [0.527896, 0.187275, 2.291958], [1.347151, 2.226806, 2.079604], [2.638675, 1.272585, 2.791720], [3.322906, 2.813120, 0.798340], [3.827084, 1.131537, 0.613421], [2.592371, 0.448820, -2.790354], [4.014384, 0.791605, -1.844501], [3.275506, -1.721330, -1.752166], [3.590927, -0.940203, -0.230764], [1.113741, -1.937985, -1.236787], [0.058802, -0.999557, -4.721047], [-1.109541, -0.477408, -5.227453], [-1.937245, 0.210089, -4.341110], [-1.584624, 0.353901, -2.993556], [-0.379136, -0.118722, -2.495244], [0.380505, -0.781528, -3.368426], [-2.497279, 0.860647, -2.018876], [-3.748083, 1.449064, -2.330666], [-4.639970, 1.780046, -1.320914], [-4.255409, 1.503073, -0.022856], [-2.956121, 0.992087, 0.234751], [-2.093027, 0.687188, -0.726024], [0.748822, -1.569140, -5.332356], [-1.393011, -0.609511, -6.265513], [-2.879617, 0.600338, -4.698988], [1.321272, -1.180056, -3.024701], [-4.011573, 1.638111, -3.362976], [-5.602874, 2.226183, -1.546952], [-4.905393, 1.695821, 0.823846], [-2.652329, 0.848544, 1.264390], [-0.496934, 1.682971, 0.878655], [-1.440217, 2.270214, 3.984173], [-0.105343, 3.317788, 3.996027], [-0.280725, 0.973517, 3.917570], [-1.974854, 2.428009, 5.528866], [-2.227627, 3.335208, 2.921314], [-2.559452, 1.068103, 3.448105]],
  "forces_ev_per_angstrom": [[-0.018, -0.042, 0.300], [-0.104, 0.029, 0.114], [-0.117, 0.165, 0.154], [0.056, 0.117, 0.282], [-0.061, -0.164, -0.004], [0.053, 0.016, -0.078], [-0.006, 0.034, 0.374], [-0.053, 0.038, -0.165], [0.000, -0.055, -0.003], [0.037, 0.058, -0.135], [-0.012, 0.003, -0.006], [0.061, 0.004, 0.035], [0.049, -0.040, -0.044], [0.005, -0.036, -0.015], [0.154, -0.067, -0.120], [0.078, -0.029, 0.015], [0.027, 0.036, -0.054], [-0.011, -0.024, 0.000], [0.026, 0.016, 0.058], [0.030, -0.024, -0.001], [-0.020, -0.004, 0.049], [-0.006, 0.032, -0.017], [-0.010, -0.002, -0.011], [0.019, -0.028, -0.111], [-0.101, 0.033, -0.136], [-0.028, 0.009, 0.003], [-0.055, -0.019, -0.275], [0.152, -0.027, 0.393], [0.205, -0.367, -0.369], [-0.240, 0.270, 0.339], [0.430, -0.238, -0.129], [-0.315, 0.067, -0.122], [0.056, -0.016, -0.070], [-0.321, 0.080, 0.047], [0.274, -0.198, -0.027], [-0.058, 0.484, 0.431], [-0.024, 0.001, -0.043], [0.013, 0.015, 0.010], [-0.007, 0.013, -0.015], [0.012, -0.019, 0.011], [-0.028, -0.002, 0.016], [0.037, -0.015, 0.007], [-0.023, 0.009, -0.011], [0.038, 0.046, 0.054], [-0.204, -0.164, -0.585], [-0.011, 0.026, 0.202], [-0.155, -0.153, -0.055], [-0.127, 0.230, -0.261], [-0.015, 0.011, 0.029], [0.188, -0.233, 0.041], [0.130, 0.124, -0.101]],
  "mulliken_spin": [-0.011, 0.001, -0.001, 0.001, 0.000, 0.000, 0.000, 0.001, -0.001, 0.001, 0.000, -0.001, 0.000, 0.000, 0.001, 0.000, 0.000, 0.000, 0.000, -0.002, 0.000, 0.001, 0.000, -0.001, 0.094, -0.014, 0.097, 0.066, 0.005, 0.102, 0.157, 0.114, -0.009, 0.161, 0.173, -0.043, -0.003, 0.005, 0.001, 0.047, -0.003, 0.008, -0.002, 0.057, 0.001, 0.000, 0.000, 0.000, 0.000, 0.000, 0.000]
}